(1)
{
  "formula": "C6H24ClN4O6",
  "method": "wB97M-V/def2-TZVPD",
  "max_force_ev_per_a": 13.63,
  "total_charge": -1,
  "homo_energy_ev": -5.32,
  "elements": ["H", "C", "H", "H", "N", "C", "H", "H", "H", "H", "N", "H", "H", "H", "H", "C", "H", "N", "N", "O", "O", "H", "H", "H", "O", "C", "C", "C", "O", "Cl", "H", "H", "H", "O", "H", "H", "H", "H", "O", "H", "H"],
  "xyz": [[3.271, 1.822, -1.471], [0.033, -2.096, -2.473], [2.869, -1.994, 1.416], [-3.008, 1.472, -1.778], [-2.139, -0.950, 0.896], [2.533, 1.331, -0.837], [1.160, 3.300, 0.544], [0.506, -0.690, 0.379], [-0.145, -2.135, 0.591], [0.017, 2.035, 0.000], [0.619, 2.460, 0.691], [-2.952, -0.553, 1.346], [-1.565, 2.099, -1.711], [-0.590, 0.504, 1.255], [-0.899, -3.647, 0.414], [-2.175, -2.232, 0.731], [-1.320, 0.774, 0.178], [-0.092, 0.931, 2.023], [-1.011, -2.646, 0.489], [-3.164, -2.889, 0.704], [0.794, -1.519, 0.768], [2.255, -0.703, 2.042], [-1.232, -0.507, 0.906], [2.764, 1.673, 0.172], [0.380, -0.758, -2.251], [-2.375, 1.910, -1.007], [2.178, -1.219, 1.085], [0.607, 2.024, 1.906], [1.166, 1.782, -1.156], [-0.245, 0.083, -0.455], [0.184, -0.414, -1.376], [0.587, -2.817, -1.872], [-2.748, 2.854, -0.608], [1.166, 2.625, 2.802], [2.535, 0.241, -0.862], [2.612, -0.439, 0.460], [-1.048, -2.202, -2.375], [0.620, 0.995, -1.092], [-2.220, 1.104, 0.119], [0.175, -2.161, -3.552], [-0.103, 0.555, 2.960]],
  "nbo_charge": [0.18, -0.27, 0.19, 0.16, -0.79, -0.27, 0.40, 0.36, 0.39, 0.40, -0.81, 0.40, 0.18, 0.32, 0.36, 0.74, 0.35, -0.83, -0.85, -0.73, -0.72, 0.18, 0.31, 0.16, -0.73, -0.29, -0.30, 0.74, -0.75, -0.05, 0.25, 0.16, 0.17, -0.74, 0.17, 0.19, 0.17, 0.37, -0.74, 0.17, 0.40]
}

(2)
{
  "formula": "C31H34BF2N2O4S2",
  "method": "wB97M-V/def2-TZVPD",
  "max_force_ev_per_a": 7.07,
  "total_charge": 1,
  "homo_energy_ev": -9.99,
  "elements": ["H", "H", "H", "C", "O", "C", "C", "H", "C", "H", "H", "C", "B", "C", "H", "S", "H", "C", "H", "C", "H", "C", "H", "F", "H", "O", "C", "C", "H", "C", "C", "C", "H", "H", "F", "C", "H", "C", "H", "O", "H", "C", "H", "C", "H", "C", "H", "C", "C", "C", "H", "H", "H", "H", "H", "O", "N", "N", "H", "C", "H", "H", "H", "C", "C", "H", "C", "C", "C", "C", "C", "S", "H", "C", "H", "H"],
  "xyz": [[1.580, 4.489, 0.224], [4.416, 3.250, -0.430], [3.629, 4.546, 1.886], [-2.034, 1.688, 0.491], [3.413, -2.041, -3.535], [2.087, -5.460, -0.021], [-4.919, -0.916, -0.424], [2.856, -1.392, -4.034], [0.429, -3.394, 1.661], [-5.766, 1.276, 0.914], [-5.557, 3.728, 1.889], [5.414, -1.760, -1.781], [4.748, -1.478, -3.272], [-0.547, -2.533, -0.743], [-1.040, -4.463, 0.325], [-2.651, 0.546, -2.677], [1.682, 2.629, 0.187], [4.134, -2.060, -0.809], [-1.035, 1.227, 0.145], [-4.587, 3.202, 1.515], [5.996, -0.844, -1.389], [1.337, -0.175, 1.763], [-8.222, -0.384, -2.240], [4.347, -4.432, -1.496], [-0.900, 3.709, 1.197], [0.078, -0.324, 1.956], [2.109, 3.317, 3.016], [1.274, 1.901, 2.952], [2.603, 5.450, -2.087], [-3.434, 0.910, 0.366], [2.533, -3.911, 0.010], [3.422, -0.922, 0.030], [0.196, -3.126, -1.421], [-5.648, 0.677, -2.019], [3.940, 0.423, -0.030], [1.716, -2.838, 0.873], [1.325, 4.165, 2.992], [-7.423, -0.865, -1.548], [-4.644, -2.734, 1.057], [2.093, 0.952, 2.199], [0.642, -4.467, 2.055], [-1.924, 3.164, 1.101], [-1.804, -2.998, 1.155], [-5.397, -2.217, 0.360], [0.265, 2.160, 2.468], [2.308, 3.588, 0.314], [6.101, -2.685, -1.903], [-2.817, -0.621, -1.488], [3.570, 5.090, -1.566], [3.081, 3.524, 1.739], [1.187, 1.517, 4.035], [4.372, 4.997, -2.411], [3.110, 2.885, -1.740], [3.910, 2.721, 1.744], [-7.082, -3.771, 0.837], [5.374, -0.692, -4.308], [-3.517, -0.470, -0.180], [3.698, -3.475, -0.779], [-0.182, -1.437, -0.564], [-6.842, -2.826, 0.227], [-8.968, -2.597, -0.815], [3.991, 5.872, -0.808], [0.150, -2.758, 2.587], [-3.208, 3.965, 1.619], [2.142, -1.309, 0.917], [4.667, -0.476, -4.983], [-5.956, -0.256, -1.410], [3.413, 3.616, -0.883], [1.577, -6.681, -0.080], [-4.696, 1.735, 0.917], [-7.902, -2.149, -0.726], [-2.092, -2.335, -1.823], [1.154, -7.758, 0.011], [-0.839, -3.352, 0.619], [-3.139, 5.026, 2.077], [2.706, 3.439, 3.994]],
  "lowdin_charge": [0.12, 0.10, 0.13, -0.03, 0.06, -0.02, -0.23, 0.12, -0.14, 0.10, 0.10, 0.01, -0.45, -0.47, 0.12, 0.68, 0.09, 0.02, 0.07, -0.07, 0.14, -0.28, 0.09, 0.10, 0.07, 0.05, -0.15, -0.14, 0.08, -0.16, 0.00, 0.04, 0.09, 0.09, 0.03, -0.02, 0.12, -0.05, 0.09, -0.07, 0.12, -0.07, 0.12, 0.01, 0.11, -0.21, 0.14, -0.99, -0.14, -0.21, 0.15, 0.08, 0.10, 0.11, 0.09, 0.11, -0.14, 0.01, 0.08, -0.07, 0.10, 0.08, 0.12, -0.07, 0.12, 0.13, -0.01, -0.26, 0.15, 0.00, -0.06, 0.79, 0.10, -0.21, 0.09, 0.12]
}

(3)
{
  "formula": "CH10N2O3",
  "method": "wB97M-V/def2-TZVPD",
  "max_force_ev_per_a": 5.71,
  "total_charge": 1,
  "s_squared": 0.78,
  "homo_energy_ev": [-15.65, -15.65],
  "de_lowest_kj_mol": 45.7,
  "multiplicity": 2,
  "elements": ["H", "H", "O", "H", "H", "O", "N", "O", "C", "H", "H", "H", "H", "H", "N", "H"],
  "xyz": [[0.298, 1.552, 0.744], [-0.754, -1.494, -1.676], [-0.150, -1.932, -1.064], [1.094, 1.494, 2.328], [0.313, 0.169, 2.062], [0.249, -1.626, 1.722], [-0.752, 0.660, -2.052], [0.230, 1.138, 2.122], [-0.203, 1.481, -1.245], [-0.202, 2.584, -1.272], [0.645, 0.023, -0.223], [0.087, -1.884, 0.807], [0.355, -2.581, -1.559], [-0.112, -2.369, 2.219], [0.483, 1.039, -0.131], [-1.221, 1.211, -2.780]],
  "lowdin_spin": [0.01, 0.00, 0.00, 0.00, 0.00, 0.00, 0.38, 0.04, 0.01, 0.00, 0.01, 0.00, 0.00, 0.00, 0.54, 0.01]
}

(4)
{
  "formula": "CBr3N2",
  "method": "wB97M-V/def2-TZVPD",
  "max_force_ev_per_a": 4.54,
  "total_charge": 1,
  "homo_energy_ev": [-14.08, -14.84],
  "de_lowest_kj_mol": 307.1,
  "elements": ["N", "C", "Br", "Br", "Br", "N"],
  "xyz": [[-0.956, -0.261, -0.874], [-0.242, -0.224, 0.207], [1.704, -0.522, 0.077], [2.147, 2.052, 0.363], [-1.044, -0.541, 1.956], [-1.609, -0.505, -1.729]],
  "nbo_charge": [-0.01, -0.14, 0.52, -0.01, 0.32, 0.33]
}

(5)
{
  "formula": "C2H8N3S",
  "method": "wB97M-V/def2-TZVPD",
  "max_force_ev_per_a": 4.32,
  "total_charge": 1,
  "homo_energy_ev": -13.73,
  "de_lowest_kj_mol": 241.9,
  "elements": ["H", "H", "N", "C", "H", "N", "N", "H", "H", "C", "H", "H", "H", "S"],
  "xyz": [[1.489, 1.621, -0.955], [2.133, 0.233, -1.897], [-0.300, -2.352, 0.342], [0.871, -0.401, -0.338], [-0.845, 0.496, 1.328], [-0.574, 1.252, 0.653], [-0.137, -1.211, -0.402], [-1.463, 1.460, 0.092], [-1.293, -2.606, 0.349], [1.689, 0.565, -1.033], [-0.379, 2.014, 1.204], [0.246, -2.475, 1.178], [-0.622, -1.170, -1.214], [2.340, -0.132, 0.521]],
  "nbo_charge": [0.27, 0.25, -0.63, 0.22, 0.36, -1.07, -0.31, 0.38, 0.40, -0.46, 0.38, 0.41, 0.42, 0.36]
}

(6)
{
  "formula": "C10H20BBrClF3O4P",
  "method": "wB97M-V/def2-TZVPD",
  "max_force_ev_per_a": 1.85,
  "total_charge": -1,
  "homo_energy_ev": -4.82,
  "elements": ["H", "H", "F", "C", "C", "Br", "O", "C", "C", "H", "H", "F", "H", "C", "H", "H", "H", "H", "O", "H", "C", "H", "C", "H", "C", "H", "O", "H", "H", "B", "H", "C", "H", "O", "P", "F", "H", "C", "H", "Cl", "H"],
  "xyz": [[-1.226, 0.027, -2.101], [-2.306, -1.325, -1.873], [-0.630, -2.947, -3.220], [-1.587, 1.066, 2.965], [-0.449, -1.597, -0.899], [-2.077, 2.220, 0.325], [-0.010, 4.319, -1.688], [2.247, 0.715, 0.171], [1.614, -2.967, 1.670], [0.566, -1.782, -1.189], [-2.751, -0.600, 0.225], [-1.946, -1.594, -4.195], [-2.165, 1.675, 3.633], [-0.933, -1.660, -3.339], [2.038, 0.530, -0.858], [-3.343, 0.856, 1.886], [-0.854, -2.566, -0.631], [3.230, 0.365, 0.434], [-1.387, 3.235, -3.268], [0.886, -3.435, 2.299], [-2.021, -0.508, 1.003], [-2.226, -1.320, 1.690], [-1.289, -1.044, -2.050], [-1.331, 0.122, 3.404], [1.923, -1.545, 2.159], [-0.653, 1.546, 2.770], [0.289, 2.023, -2.159], [1.345, -3.019, 0.636], [2.495, 2.363, 1.492], [-0.555, -0.761, 0.434], [1.212, 2.557, 0.334], [2.210, 2.191, 0.469], [1.644, -1.490, 3.190], [0.888, 3.643, -3.764], [1.076, -0.129, 1.316], [0.086, -1.066, -3.920], [2.863, 2.727, -0.196], [-2.299, 0.816, 1.662], [2.980, -1.387, 2.126], [-0.052, 3.312, -2.722], [2.501, -3.567, 1.778]],
  "nbo_charge": [0.28, 0.21, -0.34, -0.64, -0.86, 0.03, -0.88, -0.66, -0.61, 0.22, 0.23, -0.33, 0.20, 0.98, 0.24, 0.20, 0.24, 0.20, -0.88, 0.20, -0.88, 0.24, -0.49, 0.20, -0.66, 0.25, -0.91, 0.21, 0.19, 0.84, 0.24, -0.60, 0.21, -0.87, 0.35, -0.32, 0.21, -0.20, 0.22, 2.55, 0.20]
}

What did the first record say?
{
  "formula": "C6H24ClN4O6",
  "method": "wB97M-V/def2-TZVPD",
  "max_force_ev_per_a": 13.63,
  "total_charge": -1,
  "homo_energy_ev": -5.32,
  "elements": ["H", "C", "H", "H", "N", "C", "H", "H", "H", "H", "N", "H", "H", "H", "H", "C", "H", "N", "N", "O", "O", "H", "H", "H", "O", "C", "C", "C", "O", "Cl", "H", "H", "H", "O", "H", "H", "H", "H", "O", "H", "H"],
  "xyz": [[3.271, 1.822, -1.471], [0.033, -2.096, -2.473], [2.869, -1.994, 1.416], [-3.008, 1.472, -1.778], [-2.139, -0.950, 0.896], [2.533, 1.331, -0.837], [1.160, 3.300, 0.544], [0.506, -0.690, 0.379], [-0.145, -2.135, 0.591], [0.017, 2.035, 0.000], [0.619, 2.460, 0.691], [-2.952, -0.553, 1.346], [-1.565, 2.099, -1.711], [-0.590, 0.504, 1.255], [-0.899, -3.647, 0.414], [-2.175, -2.232, 0.731], [-1.320, 0.774, 0.178], [-0.092, 0.931, 2.023], [-1.011, -2.646, 0.489], [-3.164, -2.889, 0.704], [0.794, -1.519, 0.768], [2.255, -0.703, 2.042], [-1.232, -0.507, 0.906], [2.764, 1.673, 0.172], [0.380, -0.758, -2.251], [-2.375, 1.910, -1.007], [2.178, -1.219, 1.085], [0.607, 2.024, 1.906], [1.166, 1.782, -1.156], [-0.245, 0.083, -0.455], [0.184, -0.414, -1.376], [0.587, -2.817, -1.872], [-2.748, 2.854, -0.608], [1.166, 2.625, 2.802], [2.535, 0.241, -0.862], [2.612, -0.439, 0.460], [-1.048, -2.202, -2.375], [0.620, 0.995, -1.092], [-2.220, 1.104, 0.119], [0.175, -2.161, -3.552], [-0.103, 0.555, 2.960]],
  "nbo_charge": [0.18, -0.27, 0.19, 0.16, -0.79, -0.27, 0.40, 0.36, 0.39, 0.40, -0.81, 0.40, 0.18, 0.32, 0.36, 0.74, 0.35, -0.83, -0.85, -0.73, -0.72, 0.18, 0.31, 0.16, -0.73, -0.29, -0.30, 0.74, -0.75, -0.05, 0.25, 0.16, 0.17, -0.74, 0.17, 0.19, 0.17, 0.37, -0.74, 0.17, 0.40]
}